Record 1
C3H4N2O2 in the gas phase at a distorted geometry. Source: the Open Molecules 2025 dataset; level of theory: ωB97M-V with the def2-TZVPD basis set.

**Frontier orbital gap**: 11.01 eV
**E_tot**: -376.611686 hartree
**SMILES string**: [H]/N=C1\CC(=O)ON1
**Spin multiplicity**: 1
**LUMO**: 0.72 eV
**F_max**: 7.7 eV/A
**Highest occupied orbital energy**: -10.29 eV
**ΔE to the lowest compared entry with this formula, charge and spin**: 95.5 kcal/mol

XYZ file:
```
11
Properties=species:S:1:pos:R:3:forces:R:3
H -0.828 1.688 2.119 -1.0 0.2 0.9
N 0.045 1.751 1.652 0.8 0.7 0.2
C 0.207 0.700 1.021 0.8 -2.3 -2.6
C -0.696 -0.501 0.684 -2.2 3.7 -3.5
C -0.443 -0.805 -0.896 2.7 1.5 7.1
O -0.920 -1.695 -1.465 -0.9 -1.0 -2.7
O 0.597 0.026 -1.128 1.1 -0.1 -2.0
N 1.333 0.454 0.111 -1.4 0.2 -1.0
H -1.717 -0.053 0.507 0.5 -0.6 1.1
H -0.728 -1.356 1.245 0.1 -1.9 1.6
H 1.810 1.266 -0.326 -0.6 -0.3 1.0
```
Forces are in eV/Å.

***

Record 2
A molecular structure, C36H42F3KN6O2SSbSe4 at a distorted geometry. Source: the Open Molecules 2025 dataset; level of theory: ωB97M-V with the def2-TZVPD basis set.

**Charge**: -1
**Frontier orbital gap**: 5.54 eV
**E_tot**: -13020.012059 hartree
**Spin multiplicity**: 1
**LUMO**: 1.57 eV
**F_max**: 1.6 eV/A
**Highest occupied orbital energy**: -3.97 eV
**ΔE to the lowest compared entry with this formula, charge and spin**: 3.3 kcal/mol

XYZ file:
```
96
Properties=species:S:1:pos:R:3:forces:R:3
K 0.290 0.829 -1.004 0.9 -0.1 1.3
C -1.442 3.700 0.468 -0.1 0.0 -0.1
C -0.676 3.663 1.762 -0.1 -0.1 0.1
C 0.121 4.759 2.087 0.0 0.0 -0.1
C 0.800 4.821 3.288 0.1 0.0 0.0
C 0.702 3.770 4.185 0.0 0.0 0.1
C -0.056 2.647 3.893 -0.1 0.0 0.0
C -0.141 1.519 4.889 0.0 0.0 0.0
C -0.755 2.604 2.676 0.0 -0.1 0.1
N -1.471 1.410 2.380 0.0 0.1 -0.2
C -2.734 1.398 2.277 0.0 -0.1 0.0
C -3.654 2.555 2.561 0.0 0.0 -0.1
C -3.384 0.076 1.915 0.0 0.1 0.2
C -4.792 -0.144 2.413 0.0 0.0 0.0
N -2.714 -0.766 1.250 -0.1 0.0 -0.1
C -3.258 -2.047 0.978 0.1 0.0 0.0
C -3.994 -2.263 -0.192 0.1 0.0 0.0
C -4.287 -1.117 -1.118 0.0 0.0 0.0
C -4.448 -3.547 -0.463 0.0 0.0 0.0
C -4.185 -4.598 0.404 0.0 0.0 0.0
C -3.465 -4.361 1.563 0.0 0.0 0.0
C -2.993 -3.089 1.870 0.0 0.0 0.0
C -2.243 -2.834 3.150 0.0 0.0 0.0
H -0.860 4.227 -0.289 0.0 0.0 0.0
H -2.384 4.242 0.606 0.0 0.0 0.0
H -1.706 2.721 0.053 0.1 0.0 0.2
H 0.218 5.558 1.361 0.0 0.0 0.0
H 1.424 5.675 3.515 0.0 0.0 0.0
H 1.236 3.810 5.128 0.0 0.0 0.0
H -0.003 1.899 5.902 0.0 0.0 0.0
H 0.640 0.779 4.705 0.0 -0.1 -0.1
H -1.098 0.999 4.844 0.0 0.0 0.0
H -3.091 3.419 2.903 0.0 0.0 0.0
H -4.383 2.284 3.326 0.0 0.0 0.0
H -4.211 2.831 1.661 0.0 0.0 0.0
H -5.467 0.605 1.994 0.0 0.0 0.0
H -4.833 -0.041 3.500 0.0 0.0 0.0
H -5.149 -1.133 2.139 0.0 0.0 0.0
H -4.967 -0.396 -0.655 0.0 0.0 0.0
H -4.754 -1.473 -2.037 0.0 0.0 0.0
H -3.375 -0.574 -1.374 0.0 0.1 0.0
H -5.014 -3.720 -1.371 0.0 0.0 0.0
H -4.533 -5.596 0.172 0.0 0.0 0.0
H -3.254 -5.176 2.247 0.0 0.0 0.0
H -2.934 -2.629 3.973 0.0 0.0 0.0
H -1.577 -1.976 3.060 0.0 0.0 0.0
H -1.653 -3.707 3.432 0.0 0.0 0.0
F 5.930 -0.950 2.841 0.0 -0.1 -0.1
C 5.322 -1.758 1.953 0.0 0.0 0.0
F 5.542 -3.025 2.380 0.0 0.1 0.0
F 5.968 -1.629 0.783 0.0 0.0 0.1
C 3.850 -1.471 1.831 0.0 0.0 0.0
C 2.943 -2.447 2.200 0.0 0.0 0.0
C 1.583 -2.194 2.109 0.1 0.1 0.0
C 1.202 -0.944 1.655 -0.1 0.0 0.1
N 2.059 0.009 1.302 -0.1 -0.2 -0.1
C 3.366 -0.226 1.369 0.0 0.1 -0.1
S 4.492 1.050 0.889 -0.1 -0.1 0.1
H 3.305 -3.402 2.555 0.0 0.0 0.0
H 0.848 -2.943 2.367 0.0 0.0 0.0
H 0.149 -0.681 1.583 0.0 0.0 0.0
C -3.819 3.047 -1.865 0.0 0.0 0.0
N -2.849 3.095 -2.942 0.2 0.1 0.0
C -2.900 4.236 -3.846 0.0 0.0 0.0
C -1.824 2.211 -2.988 -0.1 -0.1 0.0
C -0.883 2.306 -4.155 0.0 0.0 0.0
O -1.679 1.350 -2.112 -1.2 0.2 -0.7
H -3.744 3.938 -1.236 0.0 0.0 0.0
H -3.625 2.167 -1.258 0.0 0.0 0.0
H -4.831 2.990 -2.273 0.0 0.0 0.0
H -3.609 4.959 -3.446 0.0 0.0 0.0
H -3.232 3.951 -4.847 0.0 0.0 0.0
H -1.927 4.721 -3.919 0.0 0.0 0.0
H -0.228 3.172 -4.020 0.0 0.0 0.0
H -1.423 2.400 -5.100 0.0 0.0 0.0
H -0.240 1.429 -4.165 0.0 0.0 0.0
N 0.425 -5.508 -5.188 -0.1 0.0 0.0
C 0.741 -5.603 -3.866 0.0 0.0 0.0
O 1.089 -6.646 -3.350 0.0 0.0 0.0
C 0.620 -4.328 -3.082 0.0 0.0 0.0
C 1.461 -4.130 -1.998 0.0 0.0 0.0
C 1.357 -2.947 -1.286 0.0 0.1 -0.1
N 0.465 -1.999 -1.570 -0.1 0.0 0.0
C -0.343 -2.200 -2.607 0.0 0.0 0.0
C -0.302 -3.339 -3.395 0.0 0.0 0.0
H 0.582 -6.322 -5.757 0.0 0.0 0.0
H 0.350 -4.614 -5.636 0.0 0.0 0.0
H 2.190 -4.883 -1.733 0.0 0.0 0.0
H 2.026 -2.742 -0.459 0.0 0.0 0.0
H -1.053 -1.406 -2.824 0.0 0.0 0.0
H -1.002 -3.452 -4.214 0.0 0.0 0.0
Se 2.669 0.731 -2.795 0.5 0.0 -0.3
Sb 3.189 2.989 -1.992 0.0 0.0 -0.3
Se 1.240 4.476 -2.073 0.0 -0.1 0.1
Se 5.314 3.903 -2.626 0.0 0.0 0.0
Se 3.207 2.802 0.646 -0.1 0.1 -0.1
```
Forces are in eV/Å.

***

Record 3
A molecular structure, C4H6CuO at a distorted geometry. Source: the Open Molecules 2025 dataset; level of theory: ωB97M-V with the def2-TZVPD basis set.

**Charge**: +1
**Frontier orbital gap (spin up / spin down)**: 7.39 / 7.39 eV
**E_tot**: -1871.176593 hartree
**Spin multiplicity**: 1
**LUMO (spin up / spin down)**: -5.58 / -5.58 eV
**F_max**: 4.9 eV/A
**Highest occupied orbital energy (spin up / spin down)**: -12.97 / -12.97 eV
**ΔE to the lowest compared entry with this formula, charge and spin**: 141.8 kcal/mol

XYZ file:
```
12
Properties=species:S:1:pos:R:3:forces:R:3
H -1.473 1.510 0.267 0.0 -0.7 0.6
C -0.091 -0.019 1.838 -0.5 -1.4 1.5
C -0.851 0.352 0.825 1.4 0.8 -4.6
C -0.772 0.587 -0.543 -1.5 1.3 2.9
H -0.528 -0.450 2.741 0.2 1.2 0.3
H 1.000 -0.033 1.759 -0.3 -0.5 -0.4
H -1.592 0.335 -1.217 0.7 -0.3 -0.1
C 1.019 0.165 -1.414 -1.2 -2.4 0.5
O 0.324 -0.925 -1.228 1.9 0.6 -0.9
Cu 0.064 -2.516 0.107 0.1 1.0 -0.1
H 1.080 0.575 -2.432 -0.3 0.1 0.4
H 1.821 0.420 -0.705 -0.5 0.2 0.0
```
Forces are in eV/Å.

***

Record 4
A molecular structure, C6H13NO3 at a distorted geometry. Source: the Open Molecules 2025 dataset; level of theory: ωB97M-V with the def2-TZVPD basis set.

**Frontier orbital gap**: 10.00 eV
**E_tot**: -516.550907 hartree
**Spin multiplicity**: 1
**LUMO**: 0.72 eV
**F_max**: 14.0 eV/A
**Highest occupied orbital energy**: -9.29 eV
**ΔE to the lowest compared entry with this formula, charge and spin**: 243.6 kcal/mol

XYZ file:
```
23
Properties=species:S:1:pos:R:3:forces:R:3
C 2.137 1.528 0.429 2.1 7.7 4.1
C 1.209 0.616 -0.204 1.1 -3.3 -4.8
C 0.531 -1.741 -0.094 -5.0 0.0 -5.9
C -1.006 -1.262 0.048 1.4 -4.2 0.0
C -1.182 -0.036 -0.732 -3.9 4.1 -0.3
C -0.227 1.176 -0.349 -0.6 -3.7 5.2
H 1.626 2.854 0.636 0.5 -4.0 -0.7
H 2.203 1.314 1.638 0.4 0.4 -3.3
H 3.103 2.199 -0.016 -2.2 -3.3 0.8
H 1.530 0.325 -1.539 -0.8 1.1 3.7
H 2.041 -1.252 0.383 12.7 -4.9 -0.4
H 0.735 -1.895 -1.341 -0.5 0.1 3.3
H 0.406 -2.651 0.410 1.1 -1.5 0.8
H -1.608 -2.344 -0.253 1.0 3.6 0.3
H -0.031 -0.927 1.777 -4.3 -0.2 -1.5
H -2.429 0.481 -0.275 3.4 -1.5 -1.9
H -1.299 0.341 -2.666 -0.4 1.0 -0.4
H -0.154 2.053 -0.939 -0.5 0.6 -0.9
H -1.025 0.874 1.804 1.6 2.8 -4.5
N 1.341 -0.790 0.453 -10.7 8.8 2.0
O -1.195 -1.008 1.404 4.4 0.1 2.2
O -1.029 -0.352 -2.090 -0.1 -1.2 0.6
O -0.683 1.668 1.014 -0.7 -2.3 1.5
```
Forces are in eV/Å.